Computed, not measured: one molecule with the formula CBr3NO2, with wB97M-V/def2-TZVPD.

* relative energy (zero: lowest compared OMol25 entry of this formula, charge and spin): 59.93 kcal per mole
* SMILES string: [O-][N+](OBr)=C(Br)Br
* strongest force on any atom: 5.290 eV Å⁻¹
* orbital gap: 0.3241 hartree

```
! RIJCOSX wB97M-V def2-TZVPD def2/J DEFGRID3
* xyz 0 1
O 0.573 -0.984 1.187
N 0.177 -0.316 0.276
O 1.031 -0.096 -0.905
Br 2.352 -1.089 -0.976
C -0.732 0.554 0.275
Br -1.164 1.231 -1.450
Br -2.238 0.701 1.593
*
```

Here are the Löwdin charges for atoms 1 to 5, given in e:
1. O -0.022
2. N -0.462
3. O -0.844
4. Br 0.932
5. C -1.004


Computed, not measured: a 2-piece molecular cluster, C6H8N3O overall, with wB97M-V/def2-TZVPD.

* relative energy (zero: lowest compared OMol25 entry of this formula, charge and spin): 0.00 kcal per mole
* strongest force on any atom: 9.776 eV Å⁻¹
* orbital gap (spin up / spin down): 0.2173 / 0.3148 hartree

```
! RIJCOSX wB97M-V def2-TZVPD def2/J DEFGRID3
* xyz 1 3
C 2.784 0.748 1.010
C -2.942 0.049 -0.851
C 1.059 1.481 -0.630
C 3.866 0.470 0.310
C -1.401 0.910 0.471
C -2.304 0.126 1.176
N 1.644 1.198 0.398
N -3.260 -0.371 0.361
N -1.798 0.721 -0.791
O 0.384 1.978 -1.446
H 2.566 0.229 1.936
H -3.545 0.039 -1.680
H 4.175 0.843 -0.666
H 4.739 0.054 0.792
H -0.527 1.433 0.684
H -2.246 -0.168 2.252
H -4.114 -0.800 0.706
H -1.310 1.173 -1.504
*
```

Here are the Löwdin charges for atoms 1 to 5, given in e:
1. C -0.189
2. C -0.028
3. C -0.307
4. C 0.042
5. C -0.010